Computed, not measured: an isolated molecule of C6H8IN3, with ωB97M-V/def2-TZVPD.

```
18
Properties=species:S:1:pos:R:3
H 1.7456 2.1945 -0.6077
N -1.1396 -1.6624 0.4217
H 0.1468 1.6066 -1.3165
H 1.7627 -0.4487 -1.7509
C 1.2584 -1.1091 0.1911
C -0.2559 0.4741 1.1816
H 2.8343 0.0859 -0.5575
N -2.4685 -1.1392 0.3121
C -0.2235 -0.7860 0.6197
H -3.0760 -1.6336 0.9573
H 1.3171 -2.0862 -0.1528
N 0.4947 1.4505 0.7542
C 1.8029 0.0097 -0.7779
H 0.4071 2.2806 1.2563
I -4.7513 0.3595 -0.5480
C -2.7287 -0.1108 -0.4571
H 1.8361 -0.9060 1.0633
C 1.0378 1.4207 -0.5890
```

The calculation puts the frontier orbital gap at 8.31 eV. Its HOMO energy is -8.20 eV. The spin multiplicity is 1. The calculation puts the strongest force on any atom at 3.5 eV Å⁻¹. As for the electronic energy: -18917.053 eV. As for the net charge: 0.